# C29H40F6GdN7O5S2

C29H40F6GdN7O5S2 as an isolated structure (ωB97M-V/def2-TZVPD, OMol25).

```
90
Properties=species:S:1:pos:R:3:forces:R:3:lowdin_charge:R:1
Gd -0.5832 0.0574 -0.4328 -0.31 0.17 -0.99 1.438
S 4.1882 -4.2131 1.9336 1.15 -0.94 -0.06 0.579
S 3.5414 -1.5024 1.9312 -0.60 -0.68 0.84 0.576
F 2.6056 0.3197 3.8052 0.64 -1.07 -0.74 0.076
F 6.1780 -4.1456 0.0853 -0.19 0.58 0.11 0.157
F 4.1568 -3.6819 -0.6647 0.24 0.71 -0.20 0.102
F 4.5656 -0.5341 4.1199 1.09 0.35 0.48 0.168
F 4.7317 -5.6803 -0.2339 -0.05 -0.31 0.28 0.124
F 2.7913 -1.7061 4.6051 0.86 0.93 -1.72 0.072
O 2.1978 -1.7793 1.5051 -0.10 -0.30 0.33 -0.296
O 4.1748 -0.4514 1.2275 1.02 1.33 -0.43 -0.259
O 5.0861 -5.0352 2.6865 -0.10 0.19 0.04 -0.276
O 2.7946 -4.5481 1.9481 0.07 0.24 -0.52 -0.279
O -0.7207 2.5427 -1.9448 0.14 -0.18 -0.13 -0.021
N -1.6203 -0.3452 1.6748 -1.05 -0.84 -0.11 -0.214
N 4.5578 -2.6940 2.1457 -0.95 0.90 0.09 -0.286
N 1.8831 1.0198 -0.2396 -0.64 0.49 0.68 0.075
N 0.1999 1.7359 1.5768 -1.01 0.53 1.62 0.045
N -0.5458 -2.4948 0.3213 0.07 0.53 0.88 -0.120
N 1.2441 -1.3271 -1.4533 0.67 0.58 0.22 -0.029
N -2.4791 -0.2136 -1.2607 0.45 -0.74 0.92 -0.273
C 4.8882 -4.4188 0.1844 -1.04 -1.03 0.36 -0.656
C 0.9040 -2.7159 -1.7205 -2.54 0.14 0.03 -0.162
C -0.7364 1.6571 2.7512 -0.09 0.36 -0.85 -0.165
C 3.9147 1.2724 -1.4313 -1.87 -0.58 0.99 0.022
C 3.4103 -1.4212 -2.5979 0.21 -0.36 0.14 -0.014
C 3.3465 2.8580 0.3312 -1.71 -2.66 -1.09 0.028
C -2.1290 3.0496 -3.7874 0.43 -1.50 -0.57 0.001
C 1.3574 2.2630 1.7222 -1.32 -1.30 -0.41 -0.277
C -2.7272 3.5454 -1.3068 3.50 0.60 -0.25 -0.182
C -3.2087 -2.5977 -1.8443 -0.84 -0.17 -0.84 -0.076
C 1.8898 2.8834 2.9709 -0.07 0.33 0.25 -0.019
C 4.1696 2.3851 -0.6500 2.40 0.10 -0.93 -0.044
C 2.3426 -0.7558 -1.7588 0.65 -0.09 -0.86 -0.225
C -4.0525 3.6791 -1.4582 -2.39 0.66 0.86 -0.030
C 2.6971 0.6152 -1.1675 0.93 -1.03 -1.41 -0.215
C -4.8458 -0.7491 -1.5241 -1.32 -0.41 -0.52 -0.087
C -2.0059 0.8913 2.3189 1.65 0.54 0.54 -0.208
C -2.0318 4.1250 -0.2318 -0.27 0.33 1.10 -0.016
C 3.3806 -0.8185 3.6899 -2.01 -0.81 1.22 -0.578
C -3.4214 -1.0769 -1.9547 0.08 0.46 -0.65 -0.804
C -4.7746 4.2734 -0.4039 -0.10 -0.43 -0.47 -0.045
C 0.3937 -3.3547 -0.3898 0.23 0.23 -0.25 -0.193
C 2.1922 2.0603 0.5093 1.29 1.74 1.01 -0.203
C -2.7471 4.7156 0.8033 0.98 -0.51 0.59 -0.090
C -1.2473 -1.4761 2.5412 0.40 -0.14 -0.97 -0.131
C -0.6394 -2.7184 1.8227 0.36 1.24 -2.36 -0.110
C -4.1053 4.7013 0.7457 -2.00 0.17 -0.79 -0.098
C -3.2655 -0.7723 -3.4426 -1.26 0.45 -2.20 -0.111
C -1.7820 3.0076 -2.3342 0.27 -0.93 0.33 -0.411
H -5.8610 4.3697 -0.5161 0.47 -0.06 0.30 0.110
H -0.5248 -1.0673 3.2116 0.50 -0.02 0.79 0.105
H -0.9482 4.1270 -0.1436 -0.22 -0.29 -0.43 0.114
H -4.6873 5.0753 1.5711 -0.12 0.18 0.14 0.102
H 4.6182 0.8072 -2.0780 0.54 0.13 -0.45 0.105
H -1.3613 2.4272 -4.3726 -1.11 1.09 0.88 0.118
H -1.0766 2.6466 3.1215 0.48 -0.31 -0.20 0.126
H -2.5933 1.4814 1.6388 -0.06 0.32 -0.71 0.108
H 1.7101 3.9496 2.8814 0.21 0.48 -0.04 0.095
H 2.9697 2.7134 3.1210 -0.62 0.00 -0.05 0.098
H 5.1798 2.7925 -0.7436 -0.37 0.28 -0.10 0.123
H 3.6203 3.6591 0.9376 0.22 1.11 0.97 0.102
H -3.5083 0.2936 -3.6949 0.36 -0.64 0.57 0.057
H -2.3166 5.0993 1.7401 0.30 -0.12 -0.74 0.114
H -2.1041 -1.8319 3.0604 -0.79 -0.07 0.87 0.107
H 0.0408 -4.3981 -0.5508 0.12 0.61 -0.07 0.142
H 1.7056 -3.3681 -2.0720 -0.22 0.26 -0.40 0.106
H -3.4368 -2.9454 -0.8493 -0.70 -0.34 0.39 0.065
H -0.2221 1.1340 3.5656 -0.14 0.06 -0.03 0.108
H 3.8017 -0.9178 -3.4795 -0.35 0.77 0.13 0.091
H -2.6290 0.8063 3.1845 -0.52 -0.56 0.81 0.115
H 3.0636 -2.3652 -3.0000 -0.01 -0.18 0.22 0.067
H -3.1203 2.5281 -3.8870 0.75 0.88 -0.22 0.084
H 1.2613 -3.3723 0.2256 0.68 -0.49 0.64 0.061
H -5.1407 -1.1557 -0.5627 0.31 -0.37 0.36 0.061
H -4.5702 3.3232 -2.3366 -0.01 -0.06 -0.03 0.117
H -1.1996 -3.6047 2.0000 -0.68 -0.70 0.39 0.107
H -2.4010 -0.5733 1.0487 -0.07 -0.40 -0.05 0.069
H -2.2070 -0.9317 -3.6962 -0.36 -0.08 -0.23 0.065
H -3.7713 -3.1592 -2.6775 0.64 0.67 1.54 0.112
H -1.4538 -2.5519 -0.0873 -0.80 -0.19 -0.29 0.041
H -5.6413 -1.1132 -2.2403 0.87 0.31 0.47 0.093
H 0.3823 -2.9100 2.0738 0.45 0.06 0.72 0.077
H -4.9627 0.3121 -1.3956 0.02 0.65 -0.26 0.049
H -2.1748 -2.8309 -1.9396 1.05 -0.15 -0.61 0.024
H 4.2770 -1.6008 -1.9633 0.07 -0.17 0.08 0.088
H -0.0336 -2.6474 -2.3870 1.65 -0.41 0.33 0.134
H -3.9791 -1.3333 -4.1866 1.34 0.45 1.42 0.102
H 1.2973 2.6003 3.8578 0.51 -0.19 -0.45 0.081
H -2.1174 4.1013 -4.1029 -0.38 -0.36 -0.21 0.097
```
Positions in Å, forces in eV/Å.

Spin multiplicity   8
Maximum force   3.560 eV Å⁻¹
Relative energy (zero: lowest compared OMol25 entry of this formula, charge and spin)   0.00 kcal/mol
HOMO level (alpha / beta)   -6.51 / -6.82 eV
Gap between HOMO and LUMO (alpha / beta)   6.029 / 6.352 eV


# C29H40FN2O2

A 2-piece molecular cluster, C29H40FN2O2 overall (ωB97M-V/def2-TZVPD, OMol25).

```
74
Properties=species:S:1:pos:R:3:forces:R:3:lowdin_charge:R:1
F 1.9698 -4.6341 0.3463 0.68 1.09 -0.87 0.065
O 1.9169 1.0206 -1.7851 0.23 -0.33 0.45 0.083
O -0.1973 -2.5171 0.6944 0.57 0.01 -0.12 0.091
N 5.1522 2.6170 5.2409 -0.66 0.20 -0.87 -0.036
N -3.0736 0.2835 -2.2829 0.02 0.41 -0.33 -0.244
C 3.8605 -1.4421 -1.9141 -0.59 -1.39 0.20 -0.164
C 2.0331 -2.2729 -0.2931 0.98 -0.15 -0.56 0.007
C -4.2196 1.2024 -2.7168 0.02 0.04 0.44 -0.122
C 1.8951 3.4437 3.3323 -0.29 -1.41 0.16 -0.146
C -1.9901 0.4477 -3.3567 0.10 -0.18 0.12 -0.092
C 1.5889 2.0899 2.5828 -0.25 -1.26 -0.36 -0.162
C 4.2664 3.6033 4.5431 -0.48 -0.08 0.60 -0.271
C 2.5402 -3.6280 -0.3738 1.14 1.85 -1.44 -0.171
C 4.3825 -2.8304 -1.9841 -2.41 0.71 1.74 0.001
C -6.4700 0.0383 -2.1967 -0.07 -0.13 0.16 -0.097
C -1.6015 -1.5111 3.1494 0.83 -0.14 -0.26 -0.095
C 1.6782 0.5611 0.5935 -0.39 -0.32 1.40 -0.059
C -2.4030 -2.1590 -2.1130 0.22 -0.05 0.08 -0.156
C 0.6178 -0.3016 2.7643 1.13 1.19 -0.71 -0.139
C 4.5505 -0.3071 -2.7269 0.21 0.18 0.43 -0.051
C 1.0175 -0.5126 1.3709 0.75 1.16 -0.16 -0.030
C 0.9161 1.0148 3.3420 0.49 -0.37 -2.03 0.028
C 2.7378 3.1933 4.6670 0.02 0.65 -0.43 -0.191
C -3.5430 -1.1589 -2.2016 0.21 -0.13 0.07 -0.101
C 1.9618 1.8582 1.1887 -0.95 -1.44 0.88 0.034
C -0.0653 -1.4232 3.6131 -0.82 1.54 -0.13 -0.168
C -5.4916 1.1682 -1.8692 -0.21 -0.20 -0.21 -0.213
C 2.7027 -1.1994 -1.0688 0.28 -1.05 0.15 -0.026
C 3.7121 -3.8826 -1.2275 -0.08 1.15 0.05 0.021
C -2.5344 0.7482 -0.9537 -0.08 -0.24 -0.31 0.042
C -0.8678 -0.5659 -3.2334 0.12 -0.13 0.04 -0.162
C 0.8198 -1.8691 0.6125 1.04 0.99 0.09 -0.262
C 2.0949 0.2342 -0.8825 -0.02 -0.80 1.15 -0.284
C -1.4098 -1.9833 -3.2457 0.07 -0.12 -0.03 -0.177
H 0.8925 3.8314 3.6528 0.91 0.00 -0.54 0.113
H -1.6393 -1.0655 2.1185 -0.25 -0.79 0.91 0.049
H 2.7069 2.1205 4.9923 -0.17 0.91 -0.47 0.093
H -0.5921 -2.6998 -3.1441 -0.05 0.05 0.01 0.125
H 5.2865 -3.0738 -2.5890 -0.95 0.26 0.57 0.118
H 0.6271 1.2092 4.4022 0.32 -0.21 -1.00 0.121
H 5.2185 1.8189 4.5968 0.09 0.21 0.61 0.063
H -6.5459 -0.1273 -3.2740 -0.02 0.03 0.04 0.084
H 4.6605 2.2824 6.0777 0.38 0.15 -0.38 0.061
H -6.0201 2.1016 -2.0819 0.24 0.07 0.04 0.122
H -1.8979 -2.1904 -4.2049 0.02 0.02 0.00 0.125
H -0.0649 -1.0485 4.6751 0.27 -0.68 -0.95 0.107
H -3.3082 0.6310 -0.1986 0.06 0.01 -0.04 0.104
H -4.4545 0.9540 -3.7533 0.07 -0.11 0.08 0.133
H 5.0808 -0.6773 -3.6406 -0.49 0.04 0.91 0.085
H 2.4738 2.6352 0.5673 -0.56 -0.75 0.75 0.125
H -2.8172 -3.1693 -2.1451 -0.17 0.14 0.11 0.134
H 2.2460 3.8052 5.4711 0.58 -0.62 -0.59 0.109
H -1.8905 -2.0678 -1.1503 -0.03 -0.06 -0.02 0.100
H -4.1621 -1.2462 -1.3101 -0.11 0.17 -0.15 0.128
H -1.8877 -2.5987 3.1387 -0.09 1.25 -0.10 0.082
H -0.1763 -0.4336 -4.0689 -0.07 0.24 0.07 0.135
H -2.2451 1.7941 -1.0458 -0.01 -0.07 0.01 0.119
H -6.1965 -0.9037 -1.7234 -0.05 -0.01 -0.09 0.061
H -2.4823 0.3325 -4.3250 -0.10 0.00 0.14 0.138
H 3.8518 0.5006 -3.0534 0.43 -0.88 0.38 0.070
H -4.1430 -1.3513 -3.0933 -0.02 0.15 0.06 0.143
H -5.2760 1.1799 -0.7988 0.06 0.10 -0.05 0.108
H -2.2814 -0.8966 3.7891 0.65 -0.68 -0.29 0.073
H 4.3935 4.6057 5.0446 0.03 -0.94 -0.77 0.111
H -7.4647 0.2920 -1.8283 0.05 0.00 -0.05 0.083
H 2.4208 4.1577 2.6412 -0.65 -0.60 0.73 0.113
H 0.4553 -2.4115 3.5410 -0.45 0.98 -0.04 0.118
H 4.5716 3.6676 3.4597 -0.23 0.01 1.16 0.112
H -1.6081 1.4671 -3.2777 -0.18 -0.02 0.05 0.141
H 4.1586 -4.9055 -1.2964 -0.71 0.96 0.24 0.120
H -0.2865 -0.3927 -2.3236 0.00 0.03 -0.07 0.095
H -3.8032 2.2126 -2.7025 0.11 -0.14 -0.02 0.134
H 5.3223 0.1901 -2.0708 -0.68 -0.51 -0.64 0.098
H -1.6706 0.1443 -0.6839 -0.05 0.05 -0.01 0.093
```
Positions in Å, forces in eV/Å.

Maximum force   3.053 eV Å⁻¹
HOMO level   -10.85 eV
Gap between HOMO and LUMO   7.913 eV
Charge   +1


Number 1: DFT total energy -4049.701747 a.u.. Number 2: DFT total energy -1488.595941 a.u..